(1)
Density functional theory data (wB97M-V/def2-TZVPD) for C13H23N4O2P2Pd as an isolated structure at a distorted geometry.

Calculated values
LUMO level (alpha / beta) in eV: -3.343 / -5.295
Total charge: +1
HOMO (alpha / beta) in eV: -9.408 / -10.309
Calculated total energy in eV: -45958.12429
Energy relative to the best compared isomer or geometry (same formula, charge and spin) in kJ/mol: 154.5
<S²>: 2.04
Spin multiplicity: 3

```
45
Properties=species:S:1:pos:R:3:lowdin_charge:R:1
Pd -0.29955 -0.06105 0.69799 0.455
P 1.89018 -0.74818 0.78356 0.764
C 2.12358 -1.36064 -0.86451 -0.169
C 0.97233 -1.49637 -1.66920 -0.328
N -0.26291 -1.06779 -1.18196 -0.021
C -1.42026 -1.38886 -1.77419 -0.313
C -1.42698 -2.22203 -2.89635 0.001
C -0.21413 -2.55097 -3.50694 -0.030
C 0.97688 -2.08243 -2.97169 0.000
C -2.71894 -0.86227 -1.19222 -0.271
P -2.41049 0.57349 -0.09633 0.793
H 1.95110 -2.22013 -3.44789 0.123
H -2.37321 -2.58523 -3.28374 0.126
H -0.18007 -3.20234 -4.38570 0.127
H -3.42112 -0.58042 -1.98206 0.100
H -3.22762 -1.61263 -0.57286 0.106
H 3.51902 2.17244 -1.89428 0.089
H 3.08009 -1.26998 -1.38987 0.094
H 1.02789 2.81224 -1.00739 0.111
O 2.63370 2.53995 -2.19234 -0.082
H 2.48228 2.21897 -3.11301 0.077
H 0.24291 1.63028 0.22997 0.101
O 0.53536 2.79112 -0.11696 0.027
H 1.17181 3.12419 0.55944 0.134
C -2.44862 2.01880 -1.23854 -0.259
H -3.43690 2.07221 -1.72923 0.054
H -2.28463 2.95354 -0.67052 0.051
H -1.66721 1.91734 -2.01378 0.046
C -3.84972 0.80745 1.01123 -0.246
H -3.63797 1.65469 1.68747 0.059
H -4.77588 1.02790 0.44693 0.058
H -4.00129 -0.10510 1.61252 0.054
C 1.99927 -2.33982 1.63411 -0.227
H 3.04454 -2.66296 1.58940 0.059
H 1.64170 -2.31477 2.66651 0.057
H 1.40155 -3.04256 1.04104 0.054
C 3.11309 0.38741 1.53923 -0.235
H 2.77154 0.71300 2.53531 0.048
H 4.07299 -0.13358 1.67445 0.051
H 3.29419 1.29128 0.93592 0.033
N 0.07571 0.70126 2.59985 -0.064
C 0.00723 0.48014 3.76580 -0.356
N -0.12876 0.05144 4.96351 0.061
C 0.02498 0.73413 6.07918 -0.402
N 0.13230 1.23683 7.13816 0.091
```



(2)
Density functional theory data (wB97M-V/def2-TZVPD) for one molecule with the formula C17H22N4O3S2 at a distorted geometry.

Calculated values
LUMO level in eV: 0.405
HOMO in eV: -8.478
Calculated total energy in eV: -51759.16130
Energy relative to the best compared isomer or geometry (same formula, charge and spin) in kJ/mol: 192.4
SMILES: CCCCn1c(SCc2c(C)noc2C)nc2cc(S(N)(=O)=O)ccc21

```
48
Properties=species:S:1:pos:R:3:lowdin_charge:R:1
C -2.28677 -1.81706 2.64886 -0.096
C -1.84290 -1.70072 1.19690 -0.270
C -0.87195 -2.81447 0.80939 -0.177
C -0.45206 -2.73373 -0.66260 -0.150
N 0.21933 -1.49348 -0.94761 -0.027
C -0.33410 -0.36078 -1.47532 -0.600
S -1.94881 -0.34571 -2.11400 1.001
C -2.28958 1.45736 -1.97692 -0.355
C -2.54419 1.83015 -0.56762 -0.209
C -1.74932 2.65679 0.28374 -0.300
C -0.51354 3.39256 -0.06922 -0.015
N -2.28006 2.70946 1.47478 0.106
O -3.40254 1.94423 1.46538 0.004
C -3.56870 1.41431 0.24491 -0.291
C -4.74563 0.54820 -0.00730 0.005
N 0.46704 0.66937 -1.48246 0.120
C 1.63099 0.22512 -0.91459 -0.199
C 2.82170 0.89374 -0.65952 0.021
C 3.82501 0.15946 -0.07143 -0.298
S 5.38755 0.95076 0.23228 0.620
N 6.19373 0.60981 -1.21256 -0.059
O 6.08559 0.26741 1.28246 -0.302
O 5.20745 2.37114 0.31543 -0.301
C 3.69807 -1.18283 0.26610 -0.062
C 2.52032 -1.86229 0.02346 0.008
C 1.49140 -1.14440 -0.56808 -0.147
H -2.94647 -0.99326 2.90916 0.066
H -1.42673 -1.78583 3.31374 0.077
H -2.81686 -2.75242 2.81504 0.073
H -2.71614 -1.74231 0.54240 0.095
H -1.36158 -0.73045 1.05299 0.107
H -1.34229 -3.78485 0.97752 0.119
H 0.01642 -2.75434 1.44163 0.113
H 0.22317 -3.55834 -0.90914 0.129
H -1.33165 -2.79500 -1.30888 0.101
H -1.41693 1.96810 -2.37619 0.077
H -3.16125 1.62180 -2.61007 0.086
H -0.75237 4.21613 -0.74135 0.089
H 0.18027 2.72369 -0.57537 0.048
H -0.05753 3.79085 0.83157 0.085
H -5.58899 1.15082 -0.34481 0.092
H -4.51183 -0.18299 -0.77715 0.062
H -5.03321 0.04240 0.91070 0.089
H 2.96794 1.93483 -0.89114 0.121
H 7.05181 0.10993 -1.04518 0.061
H 6.35775 1.44646 -1.74865 0.062
H 4.53905 -1.66627 0.73517 0.111
H 2.40939 -2.90339 0.28352 0.113
```